[1]
94
Properties=species:S:1:pos:R:3:forces:R:3:lowdin_charge:R:1 method="wB97M-V/def2-TZVPD" homo_lumo_gap_ha=0.3526 e_lumo_ha=0.02000 smiles=COC[C@H](C)N.COC[C@H](C)N.COC[C@H](C)N.COC[C@H](C)N.COC[C@H](C)N.CCO e_tot_ev=-43535.58936 homo_energy_ev=-9.052 e_above_lowest_kcal_mol=5.67
H -9.5785 -4.1614 40.5142 -0.1 0.0 0.0 0.089
H -7.3319 -9.2435 29.9924 0.0 0.1 0.1 0.067
H -4.7370 -4.9360 31.9612 0.0 0.1 0.1 0.058
H -10.5657 -7.5704 29.6053 0.0 0.2 -0.1 0.079
H -11.4526 -7.6258 25.9822 0.1 0.2 0.0 0.089
H -12.5419 -1.0041 39.4077 0.2 -0.2 0.1 0.070
H -10.5509 -3.4118 37.1786 -0.2 -0.1 -0.1 0.091
H -12.4545 -1.9634 36.6511 0.1 -0.1 -0.1 0.131
O -5.9669 1.2714 36.7038 -0.2 -0.4 -0.3 -0.092
O -1.7779 -5.0445 34.8263 0.1 0.1 0.0 -0.181
H -12.0607 -3.9074 38.0166 0.1 -0.1 -0.1 0.122
C -11.2808 -3.1295 37.9522 0.2 -0.5 0.0 -0.252
H -5.0870 -6.0999 33.0513 0.0 -0.1 0.0 0.061
C -11.9274 -6.1690 34.9732 0.3 0.0 0.3 -0.420
C -12.0354 -4.7057 34.5738 -0.2 0.1 -0.6 -0.050
H -1.8024 -3.0364 35.3278 -0.1 -0.1 0.0 0.091
C -1.6574 -4.0267 35.7817 0.1 0.4 0.3 -0.119
H -2.6904 -3.8649 31.8120 0.0 0.0 0.1 0.083
H -10.7705 -5.0622 39.5391 0.2 -0.1 -0.1 0.090
H -4.6580 2.7862 36.0578 -0.1 -0.2 -0.2 0.108
H -6.0703 -4.4846 35.7368 -0.3 -0.3 0.0 0.135
H -13.5272 -2.1884 38.8293 -0.1 0.0 0.2 0.067
C -10.5390 -8.0222 26.4263 -0.5 -0.9 -0.5 -0.143
C -3.0718 -5.6969 32.8903 0.1 -0.1 0.6 -0.442
H -8.2380 -5.0955 31.9902 -0.2 0.0 -0.2 0.089
C -4.7385 1.9814 36.7945 -0.2 0.1 0.3 -0.328
H -0.6559 -4.0517 36.2092 0.0 -0.1 -0.1 0.086
H -4.6889 2.4519 37.7836 0.2 0.1 -0.1 0.107
H -11.5549 -4.4901 33.6156 0.1 -0.2 0.1 0.060
H -9.4824 -5.9964 32.9068 0.1 -0.1 0.0 0.071
N -7.3225 -8.6742 29.1587 0.1 0.3 -0.4 0.036
H -11.3287 0.2021 37.0556 0.0 0.2 0.3 0.078
H -8.1364 -6.3921 27.8378 0.3 -0.2 0.1 0.131
H -10.8589 -8.8117 27.1225 0.1 0.2 0.2 0.081
N -12.9478 -1.4006 38.5718 0.0 0.1 -0.4 0.044
H -9.1833 -4.5323 38.8513 -0.2 -0.1 -0.2 0.078
C -8.6732 -8.2788 28.7407 0.4 -0.8 0.2 -0.456
H -6.7282 1.8557 36.6908 0.1 0.2 0.1 0.080
H -9.9831 -8.5458 25.6319 0.1 0.2 0.0 0.093
C -10.5774 -6.4601 35.6475 -0.4 0.4 0.0 -0.203
H -11.5986 -4.0203 35.3017 -0.1 -0.1 0.2 0.059
C -7.2263 -3.8872 34.0012 0.5 -0.4 -0.5 -0.230
C -10.8912 -0.7215 37.4186 0.7 -0.9 -0.6 -0.053
H -7.9244 -2.1122 36.2390 0.0 0.0 -0.3 0.075
H -9.5738 -9.4396 34.7469 0.1 0.1 0.2 0.091
H -7.9369 -7.7909 26.7525 0.1 -0.2 0.1 0.127
H -7.4470 -3.3495 37.3577 -0.2 -0.1 0.0 0.083
H -10.1771 -1.0743 36.6593 -0.2 0.2 -0.1 0.067
C -3.0869 -5.1909 34.3352 -0.8 -0.3 0.2 -0.228
H -3.6295 -5.9278 34.9585 0.1 0.0 -0.1 0.129
N -5.6481 -2.5261 35.1458 0.4 -0.2 1.3 0.042
O -10.3174 -7.8447 35.7451 0.1 0.0 0.3 -0.168
C -6.6387 -3.6338 35.3672 0.2 1.6 -0.4 -0.397
N -4.4197 -5.8201 32.3405 -0.1 0.0 -0.1 0.040
H -3.5916 0.4463 37.6413 0.1 -0.4 -0.2 0.074
H -9.1076 -9.2215 28.3914 -0.3 0.1 0.1 0.128
H -10.2581 -0.6315 38.3024 -0.4 0.4 0.2 0.081
C -11.9282 -1.8232 37.6012 -0.4 0.9 0.3 -0.439
H -9.7510 -5.9358 35.1516 -0.1 -0.1 0.1 0.093
O -10.6097 -3.0413 39.1863 0.1 0.1 0.0 -0.179
O -9.8245 -6.9807 27.0049 0.3 0.1 0.4 -0.185
N -13.0523 -6.5261 35.8538 0.1 0.0 -0.1 0.046
C -2.2129 -4.8323 31.9933 -0.2 -0.2 -0.4 -0.056
C -9.6737 -8.3602 34.6142 -0.2 -0.6 -0.5 -0.120
H -8.6736 -3.6974 36.0836 0.0 -0.2 0.2 0.058
H -11.9763 -6.7877 34.0709 -0.1 0.0 0.0 0.127
H -7.7339 -2.9738 33.6600 -0.2 -0.1 0.1 0.137
H -13.4166 -5.6980 36.3095 0.0 0.0 0.0 0.054
H -2.6752 1.4216 36.4923 0.0 0.0 0.0 0.074
H -10.2792 -8.2496 33.7014 0.1 0.2 0.1 0.079
H -6.7128 -7.8798 29.3084 0.0 0.0 0.2 0.069
H -13.0895 -4.4668 34.4138 0.0 0.1 0.2 0.085
H -12.7303 -7.1501 36.5853 -0.1 -0.1 -0.1 0.067
C -10.0126 -4.2716 39.5198 0.2 0.2 0.5 -0.107
H -1.2249 -4.6680 32.4122 0.0 0.0 0.1 0.076
H -2.3676 -4.1316 36.6133 -0.1 -0.1 -0.1 0.086
C -9.5120 -7.6727 29.8580 0.4 -0.1 0.3 -0.051
H -4.8750 -2.7173 35.7852 0.2 -0.2 -0.4 0.057
H -9.5864 -4.2402 32.8325 0.2 0.1 -0.1 0.085
H -5.9831 -1.6739 35.6010 -0.4 0.0 -0.5 0.055
C -7.7392 -3.1863 36.3179 0.1 -0.2 0.4 -0.048
H -9.4435 -8.2837 30.7630 -0.1 -0.2 -0.1 0.069
C -8.5556 -7.3609 27.5463 -0.6 0.7 -0.4 -0.197
H -2.6540 -6.7079 32.9546 0.1 0.1 -0.2 0.138
H -9.0587 -6.7161 30.1380 -0.3 0.2 -0.1 0.069
C -8.8887 -5.0851 32.8718 0.3 0.1 0.0 -0.102
H -10.6615 -6.0793 36.6724 0.2 0.0 0.0 0.120
H -6.4121 -4.0701 33.2844 -0.1 0.1 0.1 0.102
H -2.1167 -5.3336 31.0274 0.1 0.1 0.0 0.080
C -3.6396 0.9441 36.6734 0.1 0.5 0.4 -0.087
O -8.0766 -5.0128 34.0283 -0.4 0.1 0.1 -0.211
H -8.6812 -7.9290 34.4473 0.0 0.1 0.1 0.089
H -3.7103 -4.2867 34.4197 0.5 0.3 -0.2 0.102
H -3.8466 0.2466 35.8664 0.0 -0.1 0.0 0.067

---

[2]
20
Properties=species:S:1:pos:R:3:forces:R:3:nbo_charge:R:1 method="wB97M-V/def2-TZVPD" homo_lumo_gap_ha=0.3564 e_lumo_ha=0.03362 smiles=CN[C@@H](C)[C@H](C)O e_tot_ev=-8930.93310 homo_energy_ev=-8.784 e_above_lowest_kcal_mol=70.97
H 2.3771 -1.9852 0.6240 -1.6 1.7 -2.0 0.218
H 0.5499 2.6406 0.4571 -1.3 -0.7 -1.7 0.233
C -2.1872 -0.3485 -1.0352 -1.6 0.8 -0.3 -0.429
H -0.9480 1.9418 0.9259 0.3 -0.2 -1.5 0.223
H 0.9687 0.8470 -1.3199 -1.5 -0.4 0.6 0.194
C 1.6634 -1.3439 -0.1219 1.9 0.0 1.8 -0.620
H 0.7833 -1.9123 -0.3664 0.6 -0.6 -0.2 0.204
N -0.7821 -0.5482 -0.7588 0.1 1.2 -0.1 -0.686
H -2.6339 0.4591 -0.4754 0.1 1.0 0.1 0.175
H -2.9792 -1.0991 -0.7529 1.7 -0.4 -0.1 0.209
H 2.1790 0.5828 0.7571 -2.5 -0.9 0.0 0.192
H -0.3170 -0.7082 1.5046 -2.1 -0.9 -0.4 0.451
O 0.4642 -0.3212 1.8115 3.1 1.6 -0.5 -0.723
H -0.7332 -1.3745 -0.1748 0.5 0.7 0.0 0.352
H -2.4010 -0.1687 -2.0943 0.2 0.1 0.0 0.182
C 0.2598 0.6631 -0.4360 -0.3 -1.8 -0.7 -0.042
C -0.3141 2.0160 -0.0203 1.2 -0.9 3.8 -0.643
H 2.1591 -0.9735 -1.0543 -0.1 -1.0 0.7 0.212
C 1.1797 -0.0287 0.5499 1.7 -0.4 1.4 0.077
H -0.8537 2.4097 -0.8294 -0.5 1.2 -0.8 0.220

---

[3]
15
Properties=species:S:1:pos:R:3:forces:R:3:nbo_charge:R:1 method="wB97M-V/def2-TZVPD" homo_lumo_gap_ha=0.3004 e_lumo_ha=0.12985 charge=-1 e_tot_ev=-21239.91803 homo_energy_ev=-4.641 e_above_lowest_kcal_mol=18.89
C -0.0384 -0.3202 0.4027 2.9 0.3 -0.1 0.284
O 3.5124 0.1544 -0.8248 0.2 0.3 0.0 -0.700
H 1.6187 -2.0539 -0.4551 -0.9 0.0 0.5 0.140
H 0.9471 0.1832 -1.6982 0.8 1.4 2.2 0.216
S 0.3214 -2.1581 0.0139 0.9 -0.1 -0.7 -0.239
O 0.2570 -0.1124 1.7328 0.2 0.8 -1.4 -0.839
C 2.5754 0.2921 -0.0453 -0.8 -0.9 -1.4 0.771
C -1.5285 -0.1203 0.0383 1.8 -3.0 2.0 -0.687
H -1.5376 0.8101 -0.3567 -0.8 3.0 -1.3 0.203
H 0.9725 1.5798 -0.3885 -0.9 2.7 0.0 0.198
O 2.6173 0.0956 1.2139 0.1 0.5 0.8 -0.732
H -1.7979 -0.9202 -0.6838 -0.4 0.8 0.7 0.220
C 1.1549 0.5990 -0.6114 -1.7 -5.3 0.0 -0.558
H 1.4612 0.0810 1.6416 -0.7 -0.5 0.0 0.491
H -1.9512 -0.1615 1.0716 -0.5 -0.1 -1.2 0.231

---

[4]
17
Properties=species:S:1:pos:R:3:forces:R:3:nbo_charge:R:1 method="wB97M-V/def2-TZVPD" homo_lumo_gap_ha=0.3436 e_lumo_ha=0.01381 e_tot_ev=-10450.33743 homo_energy_ev=-8.974 e_above_lowest_kcal_mol=67.02
H 1.0562 0.9382 -3.6044 0.0 -0.1 -0.1 0.478
H 0.3170 -2.0002 1.3130 -0.2 -0.8 -0.3 0.190
H 0.6896 1.7040 3.0411 0.1 0.2 0.0 0.471
O -0.7854 0.8095 -1.0437 0.1 0.0 0.4 -0.712
H -0.3163 -0.6373 -2.4496 0.1 -0.1 -0.4 0.150
C -0.4985 -0.4751 -1.4032 -0.5 -0.1 0.3 0.161
H -0.0777 -2.4199 -0.9523 -0.5 -0.3 -0.2 0.218
O 1.5521 1.1454 -2.8083 0.1 0.2 0.3 -0.947
H 1.1322 2.6852 1.9661 0.0 0.0 0.1 0.467
H 0.0102 1.3369 -1.2132 -0.2 0.1 -0.4 0.501
O 1.0882 2.5777 2.9227 -0.1 -0.3 -0.1 -0.938
H -1.5125 -1.5590 2.8275 1.2 0.2 0.4 0.206
C -0.5197 -1.5102 -0.5697 1.0 1.2 0.3 -0.310
H 1.9134 0.3154 -2.4790 0.0 0.0 -0.2 0.478
C -0.5466 -1.4786 0.8940 1.0 -1.1 1.3 -0.212
H -2.1428 -0.3431 1.6902 -0.1 -0.5 -0.4 0.187
C -1.3595 -1.0889 1.8687 -2.0 1.3 -1.0 -0.389

---

[5]
99
Properties=species:S:1:pos:R:3:forces:R:3:mulliken_spin:R:1 method="wB97M-V/def2-TZVPD" homo_lumo_gap_ha="0.2240 / 0.1655" e_lumo_ha="-0.47095 / -0.54660" charge=+4 e_tot_ev=-138031.97219 homo_energy_ev="-18.910 / -19.378" e_above_lowest_kcal_mol=0.00 multiplicity=5
C -2.5588 1.8342 -0.6122 0.0 -0.4 -0.9 0.067
H 2.1378 3.5886 0.5487 -0.2 0.4 -0.9 0.011
H -0.1537 2.8003 -3.1077 0.3 0.5 0.0 0.016
C -2.1374 0.7792 3.7119 -0.4 -0.4 0.0 -0.010
H 2.1168 0.9469 3.3444 -0.2 0.0 0.1 0.000
H -3.3763 -0.5523 -4.7201 0.1 -0.3 0.1 0.005
P 0.1492 -0.2520 2.7031 1.1 -1.4 3.9 0.026
C 3.5870 -2.5256 -1.1143 0.1 0.3 -0.3 0.004
H -3.6242 -0.0763 -0.7055 -0.1 0.2 0.3 0.008
H -0.3148 2.8184 3.5279 0.4 -0.1 -0.4 0.001
H -2.0092 1.4321 2.8338 0.0 0.1 0.1 0.034
H 3.8673 -3.5721 -0.9345 -0.3 0.2 0.1 0.000
C -3.4588 3.5131 0.8275 1.0 0.1 -1.0 -0.016
H 1.5317 4.1532 -4.3577 0.2 0.1 -0.3 0.027
H 1.1523 0.5853 -2.3504 0.1 0.0 -0.2 -0.001
H -3.5664 4.5263 1.2046 0.1 -0.2 0.1 0.004
H -2.6503 -1.4763 5.0391 0.3 0.0 -0.1 0.001
H -4.8936 0.4378 1.4248 0.5 0.6 -0.1 0.003
H -0.1145 1.2709 5.4460 0.6 -0.1 0.0 0.000
C 1.6184 -2.1183 4.3058 0.1 -0.1 0.3 0.004
C 0.7959 3.1590 -1.1839 0.9 0.2 -0.6 0.104
H 5.2052 0.7322 1.0235 -0.2 -0.1 -0.1 0.000
C -0.9188 -4.0017 -3.1637 -0.2 -0.5 -0.2 0.061
H -2.0506 -1.0573 2.6273 -0.1 0.0 0.2 -0.001
N 2.6824 4.5412 -2.6545 -2.6 -1.5 2.0 0.826
H -0.4620 -3.3271 2.8699 0.4 0.1 -0.3 0.000
C -1.5140 -0.5727 3.4610 0.4 -0.2 -0.1 0.033
C -4.2077 1.1668 0.9648 0.3 -1.0 -0.8 0.029
H 3.3204 -2.4569 -2.1702 0.0 0.0 0.0 0.001
C 0.6621 3.3047 -2.5827 0.8 0.4 0.4 0.120
C 2.8426 4.4649 -1.3297 0.8 0.4 0.3 -0.009
Br -4.1818 2.7995 3.4819 -0.8 0.4 -2.5 0.080
H -0.1647 -4.5381 -3.7429 -0.1 -0.1 0.0 0.008
H -1.5323 0.2017 -3.1909 -0.1 -0.3 -0.2 0.000
C -0.1422 2.2738 -0.5683 0.3 -1.1 -0.8 -0.131
H 3.0517 1.5611 0.0849 0.0 -0.1 0.2 0.011
H 0.3533 2.3451 1.8827 0.6 1.0 0.8 0.032
H 2.1644 -3.0741 4.2716 -0.2 0.3 0.0 0.000
H 4.6794 -0.9392 0.9417 -0.1 0.4 -0.2 0.001
C 1.1210 -1.8044 2.8902 0.0 0.7 -0.5 0.005
H -4.3127 -3.6269 -0.4207 0.1 0.1 -0.2 0.005
H -1.9803 -1.6335 -4.8128 -0.4 -0.1 0.1 -0.001
C -0.2536 -2.7326 -2.6684 1.2 0.7 0.2 0.107
P -1.3327 -1.6244 -1.7235 -1.0 -0.9 -0.7 0.358
H -3.0452 -0.0576 -2.4262 0.1 -0.2 0.0 -0.002
H 4.4923 -1.9400 -0.9431 -0.3 -0.2 -0.2 0.000
C 2.0150 -0.0189 -2.0511 -1.0 0.0 0.1 0.019
C 0.3216 -2.9172 2.2115 0.1 -0.5 -0.2 -0.003
Os -0.3638 0.9787 0.9209 1.1 -1.6 -2.9 1.203
C 3.3153 0.6325 -2.5455 0.1 0.0 -0.2 -0.001
H -2.1143 3.9560 -0.7774 -0.1 0.0 -0.2 0.004
C -3.8538 2.3910 1.5361 -2.6 1.5 3.8 0.182
C 0.5822 2.4356 3.0154 0.1 0.0 0.4 0.042
H 3.2302 0.8197 -3.6272 -0.1 -0.2 0.3 0.001
H 1.2265 0.0807 5.5495 -0.2 0.5 -0.2 0.000
H -1.2046 -4.6582 -2.3338 -0.1 0.1 -0.3 -0.003
C 1.9284 3.7351 -0.5307 -0.2 0.0 -0.9 0.095
H 3.7146 4.9689 -0.8958 -0.2 -0.2 -0.1 0.029
H 1.0091 -3.7307 1.9251 -0.4 0.1 0.2 0.001
H -2.4754 -2.1662 0.2969 -0.1 -0.2 -0.2 -0.033
H 4.1998 -0.0045 -2.4184 -0.4 0.2 0.0 0.000
H 1.3969 3.1737 3.1252 -0.5 -0.1 -0.4 0.009
H -0.1605 -2.5617 1.2803 0.1 -0.1 0.3 0.002
H 0.8067 -2.2260 5.0419 0.4 0.0 -0.3 -0.001
H -3.8310 -3.5729 -2.1202 0.0 0.4 0.4 -0.003
C -2.2434 -0.5986 -2.9276 0.1 0.8 0.4 0.055
H -1.3134 -2.4982 4.4949 -0.1 0.3 0.2 0.000
C 3.1147 0.5720 0.5499 -0.4 0.2 0.3 0.012
C -3.8295 -2.9971 -1.1804 -0.3 -0.1 -0.2 0.041
C 2.4461 -2.1173 -0.1661 -0.8 -0.6 0.7 0.018
H -4.4525 -2.0956 -1.2744 0.2 -0.3 -0.2 0.000
H -1.8611 -3.6031 -0.4859 0.0 0.3 -0.1 -0.001
C -2.7265 3.2018 -0.2967 -0.7 1.0 0.7 0.084
H 1.6055 -2.8180 -0.2749 0.3 0.1 0.1 0.002
H 1.8777 -0.9948 -2.5344 0.1 0.3 0.0 0.003
C -2.7954 -1.2988 -4.1591 -0.1 -0.1 -0.5 0.055
C 4.5485 0.0480 0.4704 0.5 -0.1 0.1 0.003
H 2.0163 -1.5604 2.3040 -0.1 -0.2 0.1 -0.003
H 2.8055 -2.2662 0.8612 -0.2 0.1 -0.3 0.001
C 0.9149 1.0458 5.1264 0.3 0.5 0.3 0.004
H -1.7375 1.3038 4.5901 -0.2 -0.2 -0.4 -0.004
H -0.9944 -1.0659 5.5299 -0.2 -0.2 -0.3 0.000
H -3.4773 -2.1247 -3.9068 0.3 0.3 -0.2 -0.004
H -1.7642 -3.7994 -3.8331 0.2 -0.2 0.3 -0.006
C -1.6018 -1.4631 4.7028 0.0 -0.1 0.2 0.018
H 0.6061 -2.9669 -2.0106 -0.4 -0.1 -0.4 -0.011
H 0.1638 -2.1422 -3.5016 -0.2 -0.1 0.2 -0.002
H 3.5080 1.6111 -2.0901 0.0 -0.2 0.1 -0.002
H 2.3260 -1.3483 4.6562 -0.3 -0.4 -0.1 0.000
C 1.0636 1.1060 3.6040 -0.6 -1.1 0.5 -0.002
P 1.7216 -0.3668 -0.2295 1.9 0.6 -0.5 0.127
H -3.2161 0.6402 3.8538 0.5 -0.1 0.1 0.001
C -2.4207 -2.6770 -0.6820 0.4 0.3 0.8 0.090
C -1.2190 1.4842 -0.8620 0.5 1.6 0.1 -0.029
C -3.5366 0.8851 -0.2101 -0.4 -0.3 1.0 0.176
H 1.5780 1.8176 5.5529 -0.3 -0.2 0.0 0.000
H 2.8195 0.7019 1.5962 0.2 0.1 -0.1 -0.001
H 4.9377 0.0106 -0.5558 -0.2 0.0 0.5 0.000
C 1.6299 4.0275 -3.2897 0.2 0.2 -0.8 0.014